(1)
{
  "formula": "C22H25N3O5S",
  "method": "ωB97M-V/def2-TZVPD",
  "e_homo_ev": -8.18,
  "de_lowest_kj_mol": 357.8,
  "e_lumo_ev": 0.62,
  "charge": 0,
  "species": ["C", "C", "H", "O", "C", "C", "C", "C", "C", "C", "H", "H", "N", "S", "O", "O", "C", "C", "O", "N", "C", "C", "H", "H", "H", "C", "H", "H", "H", "C", "H", "H", "C", "O", "N", "C", "C", "C", "C", "C", "C", "H", "H", "C", "H", "H", "H", "H", "H", "H", "H", "H", "H", "H", "H", "H"],
  "coordinates": [[-6.887, -2.663, -1.216], [-5.402, -2.344, -1.155], [-5.099, -1.769, -2.040], [-5.176, -1.582, 0.018], [-3.920, -1.176, 0.313], [-3.781, -0.436, 1.491], [-2.549, 0.043, 1.879], [-1.428, -0.203, 1.094], [-1.557, -0.946, -0.069], [-2.791, -1.433, -0.462], [-2.860, -2.006, -1.372], [-0.684, -1.148, -0.670], [-0.156, 0.341, 1.427], [-0.141, 2.011, 1.415], [-0.952, 2.596, 2.444], [1.244, 2.401, 1.381], [-0.882, 2.289, -0.155], [-2.151, 2.715, -0.450], [-2.306, 2.693, -1.778], [-1.163, 2.253, -2.367], [-0.298, 2.003, -1.424], [1.070, 1.507, -1.681], [1.792, 2.182, -1.227], [1.203, 0.527, -1.227], [1.244, 1.443, -2.751], [-3.268, 3.147, 0.414], [-3.678, 4.088, 0.054], [-4.061, 2.400, 0.391], [-2.904, 3.257, 1.432], [0.604, -0.292, 2.498], [-0.006, -1.039, 3.011], [0.912, 0.475, 3.217], [1.849, -0.976, 1.911], [2.053, -2.164, 2.042], [2.625, -0.092, 1.247], [3.814, -0.315, 0.545], [4.448, 0.794, -0.012], [5.619, 0.642, -0.726], [6.188, -0.614, -0.906], [5.549, -1.712, -0.344], [4.375, -1.576, 0.374], [3.893, -2.437, 0.805], [5.977, -2.696, -0.470], [7.472, -0.777, -1.662], [8.316, -0.762, -0.971], [7.607, 0.032, -2.376], [7.490, -1.726, -2.193], [6.100, 1.511, -1.151], [4.016, 1.774, 0.130], [2.312, 0.878, 1.261], [-2.446, 0.626, 2.781], [-4.662, -0.252, 2.086], [-4.815, -3.272, -1.118], [-7.102, -3.249, -2.105], [-7.464, -1.743, -1.246], [-7.182, -3.228, -0.336]]
}


(2)
{
  "formula": "C22H25N3O7S",
  "method": "ωB97M-V/def2-TZVPD",
  "e_homo_ev": -8.29,
  "de_lowest_kj_mol": 339.3,
  "e_lumo_ev": -0.58,
  "charge": 0,
  "species": ["C", "H", "O", "C", "C", "C", "C", "C", "C", "O", "C", "H", "H", "H", "H", "C", "C", "C", "O", "N", "C", "N", "N", "C", "O", "C", "C", "C", "C", "C", "C", "H", "O", "C", "H", "H", "H", "O", "C", "H", "H", "H", "O", "C", "H", "H", "H", "H", "H", "H", "S", "H", "H", "H", "H", "H", "H", "H"],
  "coordinates": [[3.907, -6.512, -1.693], [3.677, -6.534, -2.760], [4.260, -5.215, -1.262], [3.411, -4.167, -1.355], [3.946, -2.962, -0.892], [3.232, -1.788, -0.908], [1.925, -1.773, -1.399], [1.382, -2.978, -1.862], [2.089, -4.168, -1.852], [1.565, -5.353, -2.300], [0.251, -5.368, -2.804], [0.068, -6.400, -3.096], [-0.478, -5.074, -2.042], [0.147, -4.721, -3.680], [0.373, -2.961, -2.242], [1.103, -0.592, -1.429], [1.444, 0.661, -1.079], [0.434, 1.708, -1.082], [-0.740, 1.523, -1.376], [0.907, 2.949, -0.697], [0.159, 4.011, -0.235], [-1.174, 3.974, -0.484], [-2.069, 4.608, 0.363], [-2.663, 3.984, 1.425], [-3.462, 4.558, 2.125], [-2.280, 2.540, 1.540], [-0.988, 2.175, 1.866], [-0.593, 0.838, 1.834], [-1.527, -0.153, 1.507], [-2.867, 0.223, 1.284], [-3.227, 1.562, 1.274], [-4.238, 1.867, 1.062], [-3.756, -0.793, 1.074], [-5.105, -0.469, 0.840], [-5.618, -1.423, 0.729], [-5.226, 0.115, -0.078], [-5.539, 0.079, 1.681], [-1.106, -1.462, 1.447], [-1.607, -2.280, 0.411], [-1.782, -1.706, -0.501], [-0.833, -3.029, 0.232], [-2.535, -2.775, 0.706], [0.732, 0.657, 2.094], [1.266, -0.621, 2.370], [1.361, -1.224, 1.464], [0.663, -1.159, 3.101], [2.257, -0.429, 2.783], [-0.247, 2.910, 2.137], [-2.167, 5.612, 0.263], [-1.501, 3.091, -0.897], [0.909, 5.250, 0.542], [1.896, 3.039, -0.497], [2.435, 0.921, -0.741], [0.082, -0.731, -1.765], [3.686, -0.886, -0.532], [4.956, -2.992, -0.515], [3.059, -6.907, -1.131], [4.789, -7.122, -1.499]]
}


(3)
{
  "formula": "C22H25N5O2S",
  "method": "ωB97M-V/def2-TZVPD",
  "e_homo_ev": -7.98,
  "de_lowest_kj_mol": 169.6,
  "e_lumo_ev": 0.01,
  "charge": 0,
  "species": ["C", "C", "C", "C", "C", "C", "C", "H", "H", "S", "O", "O", "C", "C", "N", "H", "H", "N", "C", "N", "C", "C", "C", "C", "C", "C", "N", "C", "H", "H", "H", "H", "C", "H", "H", "C", "H", "C", "N", "C", "H", "H", "H", "C", "H", "H", "H", "H", "H", "H", "H", "H", "H", "H", "H"],
  "coordinates": [[-6.803, -0.048, 0.550], [-5.510, 0.638, 0.231], [-4.938, 1.525, 1.137], [-3.729, 2.137, 0.855], [-3.101, 1.866, -0.343], [-3.648, 0.990, -1.260], [-4.854, 0.381, -0.969], [-5.295, -0.305, -1.678], [-3.122, 0.805, -2.182], [-1.491, 2.561, -0.676], [-1.280, 3.745, 0.144], [-1.311, 2.717, -2.093], [-0.393, 1.337, -0.032], [0.732, 1.633, 0.720], [1.198, 2.871, 0.974], [0.518, 3.600, 0.775], [1.858, 3.015, 1.719], [1.345, 0.476, 1.142], [0.621, -0.584, 0.660], [0.868, -1.846, 0.849], [-0.044, -2.684, 0.286], [0.130, -4.072, 0.427], [-0.777, -4.939, -0.116], [-1.893, -4.457, -0.818], [-2.090, -3.113, -0.975], [-1.174, -2.190, -0.434], [-1.402, -0.869, -0.615], [-0.509, -0.070, -0.082], [-2.939, -2.719, -1.512], [-2.597, -5.161, -1.237], [-0.641, -6.005, -0.006], [0.994, -4.421, 0.973], [2.587, 0.322, 1.859], [2.463, -0.541, 2.520], [2.768, 1.212, 2.468], [3.761, 0.067, 0.914], [3.501, -0.776, 0.272], [4.091, 1.300, 0.052], [5.082, 1.111, -0.985], [4.645, 0.263, -2.072], [4.585, -0.803, -1.803], [3.666, 0.593, -2.414], [5.352, 0.364, -2.895], [6.388, 0.731, -0.494], [6.438, -0.308, -0.135], [7.109, 0.844, -1.304], [6.675, 1.398, 0.318], [3.180, 1.651, -0.441], [4.454, 2.103, 0.703], [4.631, -0.211, 1.510], [-3.272, 2.833, 1.542], [-5.441, 1.735, 2.070], [-7.389, -0.209, -0.352], [-6.602, -1.022, 0.997], [-7.390, 0.533, 1.256]]
}


(4)
{
  "formula": "C22H25N7O4",
  "method": "ωB97M-V/def2-TZVPD",
  "spin_multiplicity": 2,
  "e_homo_ev": [-1.57, -5.54],
  "e_lumo_ev": [1.35, 1.35],
  "s2": 0.77,
  "charge": -1,
  "species": ["C", "C", "N", "H", "H", "H", "C", "C", "N", "H", "H", "H", "C", "C", "N", "H", "H", "H", "C", "C", "N", "H", "H", "H", "C", "C", "N", "H", "H", "H", "C", "C", "C", "C", "C", "C", "N", "O", "O", "H", "H", "H", "H", "H", "C", "C", "C", "C", "C", "C", "N", "O", "O", "H", "H", "H", "H", "H"],
  "coordinates": [[9.316, -7.033, 17.123], [9.935, -5.737, 16.812], [10.488, -4.736, 16.592], [8.683, -7.001, 18.010], [10.192, -7.675, 17.219], [8.687, -7.240, 16.257], [13.853, -7.181, 21.630], [14.683, -8.025, 22.456], [15.303, -8.707, 23.180], [14.554, -6.437, 21.250], [12.945, -6.706, 22.000], [13.684, -7.778, 20.734], [16.927, -11.469, 13.674], [15.965, -12.509, 14.170], [15.217, -13.274, 14.590], [17.322, -10.985, 14.567], [16.348, -10.910, 12.939], [17.758, -11.917, 13.129], [10.017, -4.111, 20.018], [10.458, -5.470, 20.091], [10.750, -6.598, 20.084], [9.121, -3.921, 20.609], [9.937, -3.796, 18.977], [10.595, -3.392, 20.597], [16.241, -9.890, 18.432], [16.246, -10.522, 19.751], [16.388, -10.976, 20.821], [17.256, -9.623, 18.136], [15.488, -9.107, 18.520], [15.852, -10.474, 17.598], [14.103, -5.096, 24.802], [13.486, -4.167, 24.006], [14.054, -3.751, 22.840], [15.392, -4.167, 22.473], [16.104, -4.973, 23.405], [15.360, -5.439, 24.502], [15.842, -3.744, 21.067], [16.869, -4.169, 20.627], [15.190, -2.948, 20.497], [13.694, -5.620, 25.652], [12.532, -3.698, 24.195], [13.469, -3.151, 22.159], [17.113, -5.315, 23.227], [15.839, -6.225, 25.067], [14.337, -5.768, 18.161], [13.485, -6.615, 17.398], [14.062, -7.489, 16.486], [15.385, -7.330, 16.173], [16.181, -6.379, 16.857], [15.683, -5.606, 17.851], [15.870, -8.285, 15.201], [15.106, -9.051, 14.668], [17.044, -8.164, 14.881], [13.907, -5.197, 18.970], [12.445, -6.733, 17.664], [13.514, -8.287, 16.008], [17.221, -6.287, 16.581], [16.320, -4.830, 18.249]]
}